Formula: C3H4N2
Source: the Open Molecules 2025 dataset
Level of theory: ωB97M-V/def2-TZVPD

Last column: Mulliken charge in e.
Positions of all 9 atoms, in Å:
C: -1.697765 -0.576964 -0.013955  0.145
C: 1.142351 0.521946 -0.635223  -0.037
C: -1.365271 0.301411 -1.008361  -0.375
N: -1.956400 0.624414 0.435224  -0.377
N: 1.268388 -0.008995 0.445551  -0.383
H: -1.483897 -1.591198 0.357957  0.265
H: 1.754591 1.131894 -1.410887  0.266
H: -1.940138 0.551058 -1.887600  0.268
H: 2.080657 -0.431189 0.775157  0.228

Atoms 1-2, force components in eV/Å:
0.47 0.62 2.12
-1.56 1.73 -1.70

For the gap between HOMO and LUMO (spin up / spin down), the calculation gives 0.302 / 0.305 Ha. Its HOMO energy (spin up / spin down) is -7.602 / -7.772 eV. As for the total charge: 0. For the total energy, the calculation gives -225.97053 hartree. As for the LUMO energy (spin up / spin down): 0.6 / 0.5 eV.

Formula: C20H23N3O4
Source: the Open Molecules 2025 dataset
Level of theory: ωB97M-V/def2-TZVPD

Last column: Mulliken charge in e.
Positions of all 50 atoms, in Å:
C: -0.550313 -2.712313 2.345348  -0.801
O: -1.525886 -2.624044 1.335919  -0.407
C: -2.040766 -1.390551 1.033325  0.632
C: -1.848861 -0.270253 1.835590  -0.402
C: -2.369832 0.965360 1.497218  -0.749
C: -3.102358 1.119337 0.330974  0.608
C: -3.568433 2.475078 -0.124632  -1.249
C: -2.358872 3.347938 -0.503286  -0.772
N: -1.388581 2.596462 -1.269210  -0.131
C: -0.195760 2.249051 -0.746776  0.494
O: 0.221564 2.701702 0.304773  -0.718
C: 0.596939 1.228554 -1.541570  -0.799
C: 0.712337 -0.048546 -0.661741  1.967
N: 1.474108 0.178810 0.542062  0.228
C: 2.852108 0.205822 0.433905  0.429
C: 3.656429 0.917854 1.316996  -0.791
C: 5.034429 0.844400 1.223395  -0.623
C: 5.632180 0.062443 0.249087  -0.636
C: 4.844973 -0.655198 -0.636510  -0.713
C: 3.465627 -0.586648 -0.546380  0.615
N: 2.643764 -1.316453 -1.412351  0.046
C: 1.306633 -1.172205 -1.504749  -0.237
O: 0.625709 -1.860786 -2.238287  -0.758
C: -3.307947 0.004625 -0.465257  -0.294
C: -2.801666 -1.251641 -0.145051  0.399
O: -3.133735 -2.236777 -1.022133  -0.527
C: -2.271319 -3.342292 -1.218535  -0.502
H: -0.183838 -3.737305 2.305632  0.276
H: 0.279280 -2.021473 2.162281  0.252
H: -0.975440 -2.523453 3.336648  0.327
H: -1.279250 -0.358289 2.746394  0.412
H: -2.189108 1.810413 2.142968  0.375
H: -4.127286 2.979265 0.665246  0.370
H: -4.224428 2.362027 -0.989526  0.344
H: -1.835029 3.686753 0.392604  0.362
H: -2.685131 4.220897 -1.076869  0.388
H: -1.729747 2.111935 -2.084674  0.261
H: 0.116200 0.981214 -2.487210  0.420
H: 1.601266 1.615196 -1.729882  0.302
H: -0.302361 -0.352369 -0.377735  -1.684
H: 1.093776 0.948786 1.085301  0.336
H: 3.186797 1.531975 2.070231  0.435
H: 5.645589 1.406259 1.913165  0.392
H: 6.707116 0.008744 0.176162  0.382
H: 5.297564 -1.272137 -1.399359  0.387
H: 3.076059 -2.017456 -2.000736  0.313
H: -3.877185 0.078160 -1.379945  0.381
H: -2.239973 -3.995213 -0.345377  0.237
H: -2.696436 -3.881639 -2.064320  0.291
H: -1.260910 -3.012000 -1.473104  0.131

Atoms 1-2, force components in eV/Å:
0.20 -0.03 0.21
-0.41 0.23 -0.33

For the gap between HOMO and LUMO, the calculation gives 0.314 Ha. The SMILES is COc1ccc(CCNC(=O)C[C@@H]2Nc3ccccc3NC2=O)cc1OC. Its HOMO energy is -7.790 eV. As for the total charge: 0. For the total energy, the calculation gives -1241.19230 hartree. As for the LUMO energy: 0.8 eV.

Formula: C42H46Cl2N5O2P2Tb
Source: the Open Molecules 2025 dataset
Level of theory: ωB97M-V/def2-TZVPD

Last column: Mulliken charge in e.
Positions of all 100 atoms, in Å:
Tb: 11.942477 11.441477 11.418000  -0.848
Cl: 6.067409 9.363198 7.699936  -0.232
C: 7.093393 10.479037 8.481062  0.148
C: 7.843320 9.999447 9.540627  -0.847
C: 9.028584 10.683314 9.971077  -0.180
N: 9.789838 10.358400 11.055433  0.454
C: 9.309110 9.617807 12.088857  0.377
O: 8.337723 8.819730 12.121780  -0.796
C: 10.145686 9.513725 13.289644  -0.039
C: 9.991660 8.522369 14.271494  -0.437
C: 10.942271 8.473207 15.232137  -0.639
C: 11.864329 9.523092 15.459205  -0.947
C: 11.789430 10.571229 14.602148  -0.374
N: 10.948926 10.574476 13.514699  1.184
C: 9.403983 11.892143 9.245323  0.195
C: 8.514634 12.458773 8.291733  -1.195
C: 7.336434 11.797897 7.964179  0.170
Cl: 6.279751 12.544625 6.818026  -0.224
N: 10.706243 12.338337 9.541110  0.482
C: 11.258501 13.432026 8.925238  0.476
O: 10.716290 14.325462 8.272177  -0.735
C: 12.728814 13.621882 9.125555  0.130
C: 13.358725 14.537560 8.288163  -0.861
C: 14.730752 14.664148 8.349003  -0.565
C: 15.510508 13.896033 9.263660  -1.180
C: 14.823019 12.973000 9.988634  -0.358
N: 13.446183 12.838461 9.986593  1.262
H: 7.587056 9.075787 10.049730  0.578
H: 9.259340 7.742643 14.084545  0.538
H: 11.015417 7.575812 15.834056  0.393
H: 12.598629 9.526636 16.215618  0.623
H: 12.280714 11.509301 14.809977  0.266
H: 8.727951 13.430728 7.864950  0.616
H: 12.794953 15.063630 7.467752  0.446
H: 15.191990 15.377440 7.673225  0.434
H: 16.610728 13.905763 9.270585  0.474
H: 15.385850 12.311498 10.647782  0.296
C: 11.363209 14.221955 15.943826  -1.570
C: 10.672916 14.464337 14.607903  0.787
C: 9.225212 13.928739 14.529413  -1.280
P: 11.726828 13.954073 13.122549  0.760
C: 11.383519 15.308960 11.892632  1.853
C: 9.945373 15.308493 11.385193  -2.037
C: 11.897419 16.687396 12.264606  -1.582
C: 13.497948 13.949100 13.542943  0.379
C: 14.039877 15.112159 14.065582  -0.433
C: 15.415184 15.314974 14.131160  -1.125
C: 16.311609 14.333771 13.778410  -1.042
C: 15.797493 13.118122 13.313805  -0.206
C: 14.392616 12.842501 13.191665  -1.142
N: 13.960271 11.602848 12.787531  1.955
C: 14.589900 10.400067 13.255964  -0.186
C: 15.345166 10.394642 14.413024  -0.024
C: 16.021631 9.276294 14.834977  -0.961
C: 16.106932 8.154512 13.979522  -0.998
C: 15.481062 8.234754 12.752472  -0.187
C: 14.514441 9.200568 12.481166  -0.861
P: 13.378884 8.978222 11.036211  1.422
C: 12.393128 7.423392 11.246704  1.508
C: 11.987503 6.770619 9.954804  -1.267
C: 13.002290 6.490465 12.317040  -1.569
C: 14.652712 8.828012 9.706085  0.527
C: 15.042246 7.490658 9.161252  -1.851
C: 14.102936 9.680601 8.540002  -1.444
H: 10.938135 14.948640 16.660850  0.474
H: 12.413894 14.497161 15.998460  0.321
H: 11.201077 13.234829 16.356072  0.310
H: 10.441708 15.554676 14.435158  0.494
H: 9.168267 12.839587 14.648379  0.137
H: 8.713113 14.244282 13.606586  0.318
H: 8.678566 14.401969 15.398188  0.425
H: 12.017101 15.070335 11.000918  -0.654
H: 9.301569 15.919105 12.044885  0.466
H: 9.518401 14.307374 11.194496  0.229
H: 9.916832 15.743202 10.383531  0.529
H: 11.308421 17.419109 11.748054  0.556
H: 12.974895 16.826712 12.072229  0.278
H: 11.776196 16.902852 13.351887  0.238
H: 13.445767 15.929648 14.451953  0.502
H: 15.724787 16.250855 14.518104  0.482
H: 17.390039 14.401214 13.974611  0.392
H: 16.520398 12.274675 13.253524  0.356
H: 15.380437 11.238805 15.167560  0.274
H: 16.467919 9.268691 15.803518  0.484
H: 16.680128 7.277323 14.239124  0.436
H: 15.657072 7.529189 11.927050  0.448
H: 11.493529 7.859857 11.867495  -0.839
H: 12.776033 6.578681 9.283651  0.224
H: 11.307184 7.444009 9.415988  0.337
H: 11.420750 5.830670 10.203919  0.411
H: 13.963149 6.177394 11.895305  0.330
H: 12.412028 5.605517 12.466344  0.507
H: 13.133715 6.927749 13.344965  0.200
H: 15.541571 9.303092 10.099734  0.637
H: 14.557235 7.328762 8.197802  0.526
H: 14.700196 6.569410 9.735709  0.367
H: 16.113351 7.540869 8.956757  0.347
H: 13.455640 9.155127 7.839821  0.467
H: 14.960634 10.014460 7.916748  0.428
H: 13.544934 10.588635 8.838418  0.048

Atoms 1-2, force components in eV/Å:
-1.07 0.48 -0.12
-0.93 -0.12 -0.25

For the gap between HOMO and LUMO (spin up / spin down), the calculation gives 0.237 / 0.238 Ha. The expectation value of S² is 12.050. Its HOMO energy (spin up / spin down) is -6.795 / -6.799 eV. As for the total charge: 0. The multiplicity is 7. For the total energy, the calculation gives -4479.86204 hartree. As for the LUMO energy (spin up / spin down): -0.4 / -0.3 eV.

Formula: C6H16NSi
Source: the Open Molecules 2025 dataset
Level of theory: ωB97M-V/def2-TZVPD

Last column: Mulliken charge in e.
Positions of all 24 atoms, in Å:
C: -1.536997 0.267766 1.489012  0.293
C: -1.089289 -1.030609 2.157728  -0.493
C: -2.884915 0.329434 0.894809  -1.475
C: 0.334302 0.860582 -2.489429  -0.955
C: 2.334159 -1.488846 -1.459046  -0.994
C: 1.797034 1.260374 0.474229  -1.106
N: -0.577502 -0.590409 0.832405  -0.388
Si: 1.442397 0.212935 -1.029293  0.750
H: -1.085574 1.233441 1.790147  0.305
H: -1.760913 -1.868188 2.300835  0.260
H: -3.487341 0.914358 1.550818  0.409
H: -3.403867 -0.601970 0.825958  0.364
H: -2.797212 0.941343 -0.026559  0.294
H: -0.289898 -0.921227 2.874097  0.238
H: 0.832933 0.200684 -3.175308  0.307
H: -0.714749 0.636063 -2.298723  0.334
H: 2.102309 -2.488696 -0.915704  0.335
H: 1.998083 -1.686215 -2.471720  0.319
H: 3.376169 -1.362269 -1.255669  0.378
H: 2.856151 1.448160 0.457283  0.423
H: 1.334166 2.211635 0.628190  0.419
H: 1.727695 0.758572 1.440779  0.335
H: -1.038505 -1.111092 0.058771  0.274
H: 0.531363 1.874173 -2.653612  0.374

Atoms 1-2, force components in eV/Å:
0.85 -0.76 0.86
0.84 1.88 -0.27

For the gap between HOMO and LUMO, the calculation gives 0.326 Ha. Its HOMO energy is -13.501 eV. As for the total charge: +1. For the total energy, the calculation gives -582.13523 hartree. As for the LUMO energy: -4.6 eV.

Formula: C43H44BrCl2Ge2N5O2S2Ti
Source: the Open Molecules 2025 dataset
Level of theory: ωB97M-V/def2-TZVPD

Last column: Mulliken charge in e.
Positions of all 102 atoms, in Å:
Ti: -0.070906 0.292524 -0.539878  -1.998
Br: -5.687884 -2.546852 6.229132  -0.178
C: -5.517535 -0.800991 5.527469  0.113
C: -5.582705 0.285418 6.379927  -0.491
C: -5.469129 1.565704 5.856098  -0.330
C: -5.256069 1.752866 4.502381  0.045
C: -5.213829 0.652840 3.652650  0.195
C: -5.350171 -0.628395 4.160994  -0.671
N: -5.264817 3.110782 4.006567  -0.640
N: -4.504374 3.474330 3.115137  -0.326
C: -3.396369 2.661479 2.691867  -0.597
C: -2.577339 1.992263 3.552521  -0.281
C: -1.448709 1.276339 3.103466  -0.955
C: -1.159552 1.208410 1.771086  0.621
O: -0.147694 0.509266 1.259047  -0.462
C: -2.002341 1.910745 0.856707  0.467
N: -1.679932 1.805375 -0.468408  0.225
C: -2.429227 2.416164 -1.346493  -0.359
C: -3.552449 3.186329 -0.987685  -1.369
C: -3.881849 3.310478 0.326983  -0.782
C: -3.093399 2.662481 1.307013  1.262
H: -5.726562 0.136385 7.440435  0.418
H: -5.523271 2.432060 6.505323  0.414
H: -5.099010 0.797538 2.584324  0.429
H: -5.320042 -1.484232 3.500291  0.478
H: -2.792182 2.033792 4.613759  0.478
H: -0.812718 0.753810 3.806359  0.528
H: -2.129700 2.329406 -2.384518  0.510
H: -4.138997 3.666053 -1.758847  0.476
H: -4.736379 3.898144 0.640335  0.522
C: 3.731878 0.250149 -2.955891  -1.198
C: 3.613934 1.221597 -1.774381  -0.561
Ge: 2.522758 0.468834 -0.277517  1.817
C: 3.243172 1.352333 1.357420  -0.715
C: 2.859958 0.616600 2.647412  -1.053
C: 3.434276 -1.255996 -0.098087  -0.805
C: 2.794311 -2.418587 -0.253908  0.405
Ge: 0.816157 -2.195675 -0.482458  1.778
C: -0.117525 -2.725100 1.202918  -0.436
C: -0.146460 -4.171643 1.706882  -1.279
C: 0.253082 -3.161715 -2.121057  -0.266
C: 0.605596 -4.643373 -2.297656  -1.413
C: 3.528926 -3.729496 -0.221628  0.676
C: 4.920762 -3.781008 -0.379918  -0.823
C: 5.608462 -4.984705 -0.365985  -0.825
C: 4.924834 -6.183117 -0.198520  -0.443
C: 3.547845 -6.157000 -0.041564  -1.290
C: 2.867024 -4.945406 -0.058724  0.389
H: 4.245826 0.700078 -3.812202  0.389
H: 2.755137 -0.098173 -3.304166  0.149
H: 4.287806 -0.642580 -2.664297  0.332
H: 3.206558 2.187057 -2.093074  -0.169
H: 4.608525 1.424133 -1.363335  0.664
H: 2.926793 2.396939 1.406275  0.244
H: 4.331128 1.340171 1.230554  0.562
H: 1.779856 0.625975 2.797534  0.040
H: 3.327856 1.068126 3.528032  0.430
H: 3.170743 -0.429936 2.604833  0.215
H: 4.510309 -1.250945 0.126202  0.134
H: -1.137936 -2.368628 1.062608  0.300
H: 0.349227 -2.084409 1.954743  0.190
H: -0.588255 -4.849079 0.969317  0.289
H: -0.748670 -4.248920 2.618292  0.377
H: 0.846548 -4.538290 1.952562  0.353
H: 0.696751 -2.583982 -2.939119  0.275
H: -0.828094 -3.051144 -2.199416  0.129
H: 1.680404 -4.820170 -2.244087  0.395
H: 0.260601 -5.001947 -3.273378  0.424
H: 0.124515 -5.264748 -1.536297  0.255
H: 5.473291 -2.860890 -0.529495  0.314
H: 6.685238 -4.991095 -0.495196  0.390
H: 5.460514 -7.124841 -0.202498  0.381
H: 2.996687 -7.082042 0.082466  0.381
H: 1.795040 -4.938231 0.044456  0.692
Cl: -4.011373 -2.557273 -1.124853  -0.254
C: -3.160731 -1.671694 -2.335549  0.845
C: -3.578920 -1.728962 -3.672200  -0.538
C: -2.888479 -1.077404 -4.654008  0.625
Cl: -3.448264 -1.167384 -6.299915  -0.277
C: -1.736497 -0.322004 -4.348160  0.002
C: -0.962437 0.408766 -5.279302  -1.118
C: 0.082775 1.165903 -4.845521  -1.367
C: 0.418727 1.174536 -3.480615  -0.686
N: -0.223252 0.446881 -2.601082  0.926
C: -1.329070 -0.266880 -3.000679  0.734
C: -2.042692 -0.949463 -1.958256  -1.114
O: -1.580294 -0.896211 -0.746338  -0.128
H: -4.461309 -2.301569 -3.927749  0.493
H: -1.219759 0.372125 -6.330970  0.456
H: 0.665870 1.757414 -5.537623  0.512
H: 1.231536 1.778320 -3.098916  0.733
S: 0.851740 3.274797 -0.394433  0.093
C: 1.717535 4.657533 -0.605491  0.030
N: 1.798273 5.657522 0.280665  -0.184
C: 2.783653 6.702935 0.034949  -0.601
C: 2.982347 6.730765 -1.476518  -0.538
S: 2.673240 5.021536 -2.022521  -0.087
H: 1.384320 5.522077 1.189862  0.278
H: 3.720505 6.476028 0.547021  0.284
H: 2.412083 7.658742 0.398863  0.327
H: 3.992824 7.015930 -1.755960  0.410
H: 2.267386 7.387390 -1.967444  0.314

Atoms 1-2, force components in eV/Å:
2.62 0.05 0.26
0.00 -0.04 0.01

For the gap between HOMO and LUMO (spin up / spin down), the calculation gives 0.217 / 0.217 Ha. Its HOMO energy (spin up / spin down) is -6.667 / -6.666 eV. As for the total charge: 0. For the total energy, the calculation gives -11383.33031 hartree. As for the LUMO energy (spin up / spin down): -0.8 / -0.8 eV.

Result set for ΔE to the lowest compared entry with this formula, charge and spin: 6.930, 2.366, 0.000, 0.967, 1.375 eV, one per record in the order listed.